No. 1
DFT (ωB97M-V/def2-TZVPD) results for a molecular structure, C30H46N5NaO2S2SbSi3.

```
90
Properties=species:S:1:pos:R:3:forces:R:3:lowdin_charge:R:1
Na 0.69797 0.22680 -0.19403 0.11 0.01 -0.12 0.2445
C -2.10564 -2.03298 3.45799 -0.01 0.01 -0.03 -0.3048
Sb -1.15116 -3.27136 1.97574 -0.02 -0.01 -0.02 1.4006
C 0.50301 -2.05538 1.55700 -0.01 -0.03 -0.04 -0.4931
C 1.52012 -2.66871 0.71359 -0.03 0.02 0.04 -0.4737
C 1.80341 -4.06119 0.67874 0.00 0.00 0.00 -0.1026
C 2.80351 -4.56090 -0.11720 0.00 0.02 -0.01 -0.0958
C 3.56881 -3.68384 -0.88793 0.00 -0.02 0.01 -0.0924
C 3.24935 -2.34368 -0.81063 0.00 -0.01 -0.02 -0.1578
N 2.25595 -1.84149 -0.07587 -0.04 -0.02 0.05 0.0834
Si 1.17221 -1.05116 2.93237 0.01 0.06 0.03 0.3828
C 2.96471 -0.54651 2.61195 -0.02 0.00 -0.06 -0.1794
C 0.21884 0.52469 3.36550 -0.03 -0.02 0.01 -0.1724
C 1.34291 -2.00719 4.57063 0.02 0.02 -0.01 -0.1921
C -2.86634 -2.85229 0.47864 0.04 -0.01 0.05 -0.5325
C -3.34316 -1.46403 0.76910 -0.01 0.01 0.01 -0.4295
C -4.61155 -1.18076 1.29694 0.01 0.00 -0.01 -0.0585
C -4.96202 0.12458 1.59147 0.00 0.01 0.00 -0.0773
C -4.05165 1.14036 1.35227 -0.01 -0.01 0.00 -0.0700
C -2.81970 0.78682 0.81994 0.01 0.00 0.01 -0.1199
N -2.47211 -0.46546 0.54117 0.00 0.01 0.00 0.1027
Si -4.05582 -4.26243 0.89398 -0.01 -0.01 0.00 0.3948
C -4.48590 -4.45022 2.72408 0.01 0.02 0.00 -0.2059
C -3.30050 -5.92861 0.44220 -0.01 0.02 0.01 -0.1971
C -5.73735 -4.11451 0.02214 0.01 0.02 0.00 -0.1883
Si -2.32805 -3.01560 -1.33703 -0.01 0.00 -0.05 0.4612
C -0.79721 -4.08361 -1.54531 0.00 0.01 0.01 -0.1697
C -3.67253 -3.81040 -2.41769 0.02 0.00 0.01 -0.1908
C -2.07212 -1.39371 -2.22497 0.00 0.00 0.02 -0.1751
H -1.55887 -2.07488 4.39743 0.01 0.00 0.00 -0.0115
H -3.11737 -2.39403 3.62308 -0.01 -0.01 0.00 -0.0162
H -2.15020 -1.00435 3.10787 -0.02 -0.01 0.01 -0.0083
H 1.23048 -4.72819 1.31024 0.01 -0.01 0.00 0.0623
H 3.00925 -5.62575 -0.12663 0.00 0.00 0.00 0.0977
H 4.37724 -4.02604 -1.51977 0.00 0.00 0.00 0.0867
H 3.82170 -1.62254 -1.38703 0.00 0.01 0.01 0.0804
H 3.07859 0.08778 1.73320 0.02 0.00 0.00 -0.0029
H 3.58002 -1.43553 2.44983 0.01 0.01 0.00 0.0325
H 3.35840 -0.01786 3.48655 -0.02 0.00 0.02 0.0295
H -0.01179 1.13284 2.48642 0.01 0.00 0.00 0.0130
H 0.80247 1.13778 4.05970 0.02 0.00 0.00 0.0249
H -0.72685 0.29330 3.85743 0.01 0.03 0.00 0.0095
H 2.07028 -2.81336 4.43522 0.00 0.00 0.00 0.0253
H 0.41874 -2.45965 4.93204 -0.01 0.00 -0.01 -0.0033
H 1.72096 -1.34663 5.35813 0.00 -0.01 0.01 0.0218
H -5.32228 -1.97486 1.47906 0.00 0.00 0.00 0.0750
H -5.94017 0.34238 2.00496 0.00 0.00 0.00 0.0998
H -4.27949 2.17578 1.56592 0.00 0.00 0.00 0.0953
H -2.06842 1.54161 0.60972 0.01 0.01 -0.01 0.0806
H -3.61131 -4.66965 3.33851 0.00 0.00 0.00 0.0118
H -5.17447 -5.29676 2.81050 0.00 0.00 -0.01 0.0297
H -4.98663 -3.57455 3.14038 0.00 0.00 0.01 0.0210
H -2.42011 -6.12878 1.05580 0.00 0.01 0.00 0.0109
H -3.00953 -6.01335 -0.60364 0.01 -0.01 -0.03 0.0097
H -4.03977 -6.70860 0.64870 0.00 0.00 0.00 0.0313
H -5.84787 -3.17479 -0.51986 0.00 -0.01 0.01 0.0212
H -6.54747 -4.17451 0.75396 0.00 0.00 0.00 0.0267
H -5.87596 -4.92596 -0.69470 -0.01 0.00 0.00 0.0247
H -0.81717 -4.98372 -0.92691 0.00 -0.01 0.00 0.0228
H 0.10836 -3.53242 -1.28534 -0.01 -0.01 0.00 0.0087
H -0.71132 -4.39589 -2.59050 0.00 0.00 -0.01 0.0360
H -3.98063 -4.81600 -2.13647 -0.01 -0.02 0.01 0.0058
H -3.26378 -3.86217 -3.43180 0.00 0.00 0.00 0.0297
H -4.56565 -3.18331 -2.46134 0.01 0.00 0.00 0.0287
H -1.26617 -0.77621 -1.83865 0.01 0.02 0.00 -0.0038
H -2.97554 -0.78201 -2.17501 0.00 0.01 -0.01 0.0460
H -1.87872 -1.61405 -3.28005 0.00 0.00 0.00 0.0349
C 2.32136 3.08552 1.99966 0.00 0.01 -0.01 -0.0660
C 3.16125 2.77801 0.80847 0.04 0.04 0.00 -0.6208
N 2.88916 1.85781 -0.05919 0.00 -0.04 0.00 0.1033
C 3.83058 1.80843 -1.05913 -0.02 0.01 0.01 -0.3120
C 4.84907 2.70146 -0.93865 0.02 0.02 -0.01 -0.3587
S 4.62095 3.64590 0.46849 -0.03 -0.02 0.00 1.0431
C 3.62942 0.87267 -2.17085 0.01 -0.03 0.00 -0.3324
C 4.56403 0.48402 -3.08143 0.01 0.00 -0.01 -0.3654
S 3.84882 -0.56709 -4.22630 -0.03 -0.01 0.01 1.0371
C 2.33573 -0.42845 -3.39630 0.01 0.00 -0.01 -0.6332
N 2.37865 0.34008 -2.35884 0.03 0.03 0.02 0.1041
C 1.10964 -1.15652 -3.82616 -0.01 -0.01 0.02 -0.0575
H 1.27571 3.05939 1.69323 0.00 0.01 0.00 0.0604
H 2.55772 4.06900 2.40486 0.01 -0.01 0.01 0.0722
H 2.48243 2.33634 2.77623 -0.01 -0.01 -0.01 0.0634
H 5.66853 2.87523 -1.61547 0.00 -0.01 -0.01 0.0679
H 5.60674 0.75017 -3.12679 0.00 0.01 0.01 0.0693
H 1.19181 -1.52130 -4.84924 0.00 0.00 0.00 0.0731
H 0.25861 -0.48246 -3.73661 -0.01 0.00 -0.01 0.0722
H 0.93698 -2.00735 -3.16267 0.00 0.00 0.00 0.0750
O -0.11970 2.52461 -0.07339 -0.03 -0.04 0.07 -0.2305
N -0.42257 2.61638 -1.29075 -0.03 -0.04 -0.02 -0.2538
O -0.49617 1.53041 -1.89369 0.01 0.01 0.06 -0.1906
```
Positions in Å, forces in eV/Å.

As for the spin multiplicity: 1. The calculation puts the LUMO energy at 2.00 eV. Its total charge is -1. The HOMO energy comes out at -3.62 eV.

***

No. 2
DFT (ωB97M-V/def2-TZVPD) results for a molecular structure, C30H46O2P2Yb in a non-equilibrium geometry.

```
81
Properties=species:S:1:pos:R:3:forces:R:3:lowdin_spin:R:1
Yb 0.00000 0.00000 0.00000 5.25 4.74 5.52 1.0018
C -1.59540 -0.70560 1.48860 -0.13 -1.33 0.40 0.0028
C -1.19620 -1.76570 0.59390 -0.44 -1.65 1.87 0.0014
C 0.66320 -1.13490 1.81960 -1.00 -0.87 1.94 -0.0009
C -0.45170 -0.27290 2.20520 0.29 -2.03 1.38 -0.0031
C 0.20470 -2.05540 0.84290 -1.31 -1.26 1.44 -0.0036
C -2.99610 -0.21920 1.68690 -0.14 0.00 0.06 0.0014
H -3.59520 -0.32350 0.77840 -0.02 0.00 0.11 0.0000
H -3.01900 0.82890 1.99720 -0.06 -0.09 0.00 0.0000
H -3.48300 -0.80970 2.47400 0.06 0.15 -0.16 0.0004
C -0.38600 0.78450 3.26070 0.12 0.10 -0.10 -0.0002
H -1.26720 1.43070 3.23060 0.07 -0.04 0.06 0.0000
H 0.50190 1.40710 3.11280 -0.39 -0.30 0.19 -0.0001
H -0.33090 0.33140 4.25960 -0.02 0.08 -0.19 -0.0002
C 2.01080 -1.13130 2.46490 0.07 0.13 -0.02 -0.0001
H 1.95980 -1.68240 3.41410 0.07 0.11 -0.18 -0.0001
H 2.34510 -0.11150 2.66430 -0.14 -0.38 0.05 0.0000
H 2.75830 -1.61350 1.83050 -0.01 0.01 0.09 0.0001
C 0.97760 -3.21060 0.28610 0.05 0.00 -0.11 -0.0004
H 0.86220 -4.09170 0.93120 0.04 0.18 -0.13 -0.0003
H 2.04410 -2.98100 0.22090 -0.06 -0.11 0.00 0.0000
H 0.62820 -3.49120 -0.71130 0.05 -0.09 0.10 -0.0001
C -2.12330 -2.63380 -0.20130 -0.04 -0.05 -0.04 0.0002
H -2.40810 -3.51750 0.38540 0.03 0.16 -0.16 0.0001
H -1.65600 -2.98810 -1.12400 -0.10 -0.06 0.03 0.0000
H -3.04070 -2.10460 -0.46830 0.05 -0.12 0.02 0.0000
C -0.54110 1.91350 -0.99260 -4.56 2.34 -2.42 -0.0075
C -1.66670 1.07740 -0.96650 -0.95 4.96 -2.50 0.0093
C -2.20330 0.33570 -2.17380 0.03 -0.50 0.34 0.0011
C -1.08390 -0.39010 -2.93750 0.04 0.28 0.28 0.0002
C 0.02910 -0.84980 -1.99950 3.87 -0.43 -5.06 0.0018
C 1.22660 -0.12410 -1.79340 -0.80 -2.50 -5.92 -0.0027
C 1.48210 1.23010 -2.41610 0.09 0.40 0.83 -0.0004
C 0.29440 2.20730 -2.22850 0.14 -0.22 0.06 -0.0009
H -2.74490 1.03260 -2.83280 0.22 -0.03 0.22 0.0004
H -0.66290 0.25980 -3.71120 0.03 -0.17 0.11 0.0000
H -2.94220 -0.39630 -1.83100 0.08 0.15 -0.05 0.0000
H -0.35300 2.19770 -3.11290 0.02 -0.10 0.22 -0.0002
H -0.46130 2.64600 -0.19690 0.32 -0.39 0.45 -0.0001
H -2.40640 1.29120 -0.19940 0.35 -0.27 0.41 0.0014
H 0.68670 3.22450 -2.14240 -0.03 -0.19 0.17 -0.0001
H 2.36620 1.65500 -1.93720 -0.05 0.01 0.00 0.0000
H 2.12200 -0.68690 -1.53610 -0.15 -0.07 0.87 0.0000
H 1.71090 1.11710 -3.48750 -0.18 -0.26 0.22 -0.0001
H -1.49640 -1.26030 -3.45990 0.17 0.06 0.23 0.0000
H 0.09410 -1.92750 -1.88070 -0.01 0.11 0.60 0.0006
P -0.25320 1.38700 -6.54730 -0.01 0.49 -0.48 0.0000
C -0.30290 3.24250 -6.53190 -0.11 -0.14 0.00 0.0000
C -1.63400 1.05900 -7.73900 0.03 0.02 0.20 0.0000
P 2.09650 -0.44350 -7.34840 0.27 0.07 -0.37 0.0000
C 1.19010 1.14620 -7.70140 -0.12 -0.18 0.11 0.0000
C 1.54790 -1.42190 -8.82750 0.07 0.02 0.17 0.0000
C 3.78610 0.05280 -7.92580 -0.15 -0.07 -0.06 0.0000
H 0.56190 3.62760 -5.98230 -0.09 -0.04 -0.08 0.0000
H -1.20760 3.57580 -6.01260 0.10 0.01 -0.09 0.0000
H -0.29870 3.66280 -7.54500 0.00 -0.08 0.18 0.0000
H -1.54930 1.67370 -8.64360 0.02 -0.09 0.19 0.0000
H -2.59220 1.26870 -7.25320 0.09 -0.06 -0.10 0.0000
H -1.61600 0.00330 -8.02520 -0.05 0.10 0.03 0.0000
H 3.76860 0.45670 -8.94560 0.00 -0.07 0.17 0.0000
H 4.45090 -0.81640 -7.89750 -0.07 0.14 -0.01 0.0000
H 4.18540 0.81450 -7.24980 -0.01 -0.11 -0.06 0.0000
H 1.87080 2.00130 -7.58820 -0.09 -0.24 0.04 0.0000
H 0.84010 1.12160 -8.74270 0.08 0.22 0.18 0.0000
H 2.11560 -2.35730 -8.87330 -0.10 0.13 0.00 0.0000
H 1.69490 -0.87000 -9.76380 0.00 -0.07 0.17 0.0000
H 0.48800 -1.67620 -8.72580 0.13 0.01 -0.02 0.0000
O 3.35370 2.91390 0.79200 -3.82 -2.33 3.25 -0.0004
C 2.47700 2.29600 1.54570 3.37 0.90 -4.76 0.0000
O 1.58320 1.46540 0.95380 0.14 0.78 0.81 -0.0015
C 2.64720 2.39750 3.04970 -0.55 -0.01 0.89 0.0000
C 3.60260 1.60590 3.72970 -0.55 0.25 0.13 0.0000
C 3.63940 1.56380 5.13200 -0.35 0.34 -0.47 0.0000
C 2.75300 2.33670 5.88160 -0.02 0.05 -0.35 0.0000
C 1.84550 3.17520 5.23250 0.32 -0.24 -0.53 0.0000
C 1.79560 3.21590 3.82920 0.50 -0.61 0.25 0.0000
H 4.27850 0.96390 3.17940 0.01 0.12 -0.13 0.0000
H 4.33760 0.90930 5.64170 0.03 0.08 -0.14 0.0000
H 2.76660 2.28170 6.96560 0.01 0.03 -0.13 0.0000
H 1.15880 3.77110 5.82170 0.04 0.06 -0.12 0.0000
H 1.05130 3.83900 3.35300 0.01 0.05 -0.12 0.0000
```
Positions in Å, forces in eV/Å.

As for the spin multiplicity: 2. The calculation puts the LUMO energy (alpha / beta) at -4.90 / -4.88 eV. Its total charge is +1. The HOMO energy (alpha / beta) comes out at -10.70 / -10.70 eV.

***

No. 3
DFT (ωB97M-V/def2-TZVPD) results for a molecular structure, C30H46O5 in a non-equilibrium geometry.

```
81
Properties=species:S:1:pos:R:3:forces:R:3:nbo_charge:R:1
C -5.91083 -1.96851 -1.62675 2.98 -0.93 -11.38 -0.5878
H -5.35785 -2.79100 -2.28057 -1.66 0.90 0.57 0.1910
H -6.82767 -2.15430 -1.49931 -7.15 -2.10 1.21 0.2062
H -5.92580 -1.11654 -2.37002 0.40 -0.38 1.00 0.2173
C -5.13550 -1.87989 -0.58696 4.22 6.16 12.41 -0.0357
C -5.30892 -3.01899 0.52489 3.36 0.65 -2.06 -0.5994
H -4.70860 -2.94134 1.51542 -0.80 0.06 -2.09 0.2305
H -4.96037 -3.80518 -0.18280 -0.34 -0.75 1.44 0.2063
H -6.33094 -3.05294 0.71672 -1.76 -0.47 0.44 0.2049
C -5.70071 -0.52738 0.29741 -0.92 1.89 1.76 -0.4245
C -5.18327 1.01766 -0.17292 3.08 -9.85 -4.24 -0.3457
H -5.73276 1.77164 0.16052 -2.09 3.31 1.35 0.2107
H -5.23402 0.70910 -1.38301 0.02 2.07 3.09 0.2405
C -3.58189 0.98555 0.14095 -2.65 -5.31 -5.21 -0.2833
C -3.48058 1.62664 1.28942 0.70 4.31 12.29 0.8712
O -3.21999 2.76602 1.66675 -0.40 -1.69 -1.99 -0.5720
O -3.77777 0.74142 2.53258 0.15 2.58 -0.30 -0.7883
H -3.79714 1.39001 3.36604 0.22 -1.72 -3.10 0.4939
C -2.91620 -0.41213 0.16320 -7.73 -2.87 1.95 -0.2738
C -1.54588 -0.53731 0.26627 3.30 1.86 -4.99 -0.0149
C -0.93978 -1.60862 0.63640 -0.50 -3.17 4.89 -0.1130
C 0.46090 -1.76955 0.86218 3.43 -1.50 -6.51 -0.4765
H 0.89369 -1.91191 1.79455 0.22 0.45 1.95 0.2240
H 0.68121 -2.76782 0.36715 0.10 0.72 0.42 0.2115
C 1.41105 -0.59014 -0.20548 4.42 -9.58 11.93 -0.1335
H 1.56441 -0.97468 -1.03832 0.15 -2.99 -7.96 0.1828
C 0.67500 0.40557 0.10082 -4.58 15.76 -0.95 0.0419
C 0.40948 1.17443 1.52492 -0.36 -8.33 0.94 -0.6029
H 0.36847 0.13739 2.34910 0.83 3.28 -1.86 0.2046
H -0.59705 1.37565 1.73416 -1.40 1.00 -0.52 0.2216
H 1.07430 1.89515 1.83474 1.52 1.38 0.54 0.2063
C 1.47844 1.64376 -0.71894 2.23 1.63 4.15 -0.4414
C 2.99008 1.73989 -0.09853 -3.08 -5.59 -1.64 -0.3740
H 2.99042 1.88331 0.90060 -0.62 0.64 3.45 0.1829
C 3.58253 0.26951 -0.31334 5.84 5.31 0.53 -0.2771
H 3.49694 0.27813 -1.33356 -0.23 -1.13 -2.85 0.2223
C 2.92870 -0.75288 0.33013 -5.66 2.03 7.18 0.0465
C 3.09447 -0.53366 2.27300 -2.40 3.53 -4.01 -0.6169
H 4.11854 -0.68381 2.27640 1.82 0.10 0.56 0.2053
H 2.70820 0.57382 2.41764 1.02 -2.73 0.46 0.2102
H 2.58120 -1.33805 2.73949 -0.73 -0.26 0.42 0.1884
C 3.37484 -2.06496 0.36502 2.88 -2.60 -9.79 -0.4357
C 4.76037 -2.09227 -0.57141 0.30 0.74 0.20 -0.4294
C 5.73278 -1.14537 0.04335 2.69 3.94 -5.83 0.0986
O 5.95483 -1.19804 1.30408 3.88 -7.27 6.74 -0.6725
H 6.52554 -2.23243 1.44046 -2.62 4.52 0.04 0.4447
H 6.82448 -1.12490 -0.49442 -1.97 -0.66 0.29 0.1115
C 5.28451 0.26408 -0.11112 -3.99 5.47 -3.08 -0.1045
C 5.77673 0.97706 -1.56764 1.03 -2.80 6.78 0.4826
O 5.14019 0.79932 -2.50302 -1.75 0.40 -4.90 -0.5075
H 6.76545 1.41714 -1.39338 0.38 0.72 -0.78 0.1075
C 5.68394 1.39148 0.89814 4.48 -11.33 4.27 -0.5914
H 6.92765 1.31495 0.93556 -2.94 0.17 0.28 0.1903
H 5.29422 1.01154 2.00802 1.28 1.31 -2.77 0.2315
H 5.53677 2.31286 0.82769 -2.11 7.70 -1.56 0.1800
H 5.38829 -2.93270 -0.36576 -0.51 -1.92 -0.61 0.1993
H 4.68891 -1.84844 -1.71873 -0.24 -0.72 2.31 0.2339
H 3.56101 -2.71876 1.09041 0.16 -1.94 3.57 0.2231
H 2.86532 -2.59732 -0.50076 -0.52 -0.27 1.45 0.2085
H 3.64331 2.43126 -0.42117 1.89 2.51 -2.16 0.1957
H 1.58355 1.41701 -1.75544 -0.31 0.48 -0.82 0.2017
H 1.11438 2.64179 -0.33090 -0.44 -0.92 -1.54 0.2168
C -0.65812 0.41509 -0.71720 -3.19 1.74 9.58 -0.0585
C -1.54966 1.74506 -0.69750 9.24 -0.53 -3.90 -0.4359
H -1.19681 2.29058 0.10606 -0.11 1.25 1.70 0.2425
H -0.92652 2.21719 -1.62922 -2.07 0.01 1.83 0.2009
C -2.91032 1.63373 -0.93702 -1.02 8.90 3.20 0.1439
O -3.24426 1.38433 -2.14689 -6.24 -7.37 4.42 -0.6893
H -3.01553 1.74457 -2.85824 3.68 5.43 -8.28 0.4864
H -3.23579 2.83277 -0.47456 0.44 -2.02 -2.37 0.1438
C -0.51705 -0.06755 -1.95025 -3.19 -6.83 -8.65 -0.6529
H -0.22338 -1.25965 -1.93250 -1.06 2.82 -0.48 0.2134
H 0.06828 0.33831 -2.70262 2.23 1.36 -0.63 0.2253
H -1.53362 0.10122 -2.72196 2.24 -1.28 2.65 0.2170
H -1.39780 -2.48826 1.24840 -0.45 1.62 -1.20 0.1885
H -3.18435 -0.88351 1.12569 -0.68 0.25 -0.20 0.2639
C -3.76264 -1.34766 -0.86271 5.76 -3.34 -0.37 -0.3789
H -3.62154 -0.92948 -1.82901 -0.72 0.64 -0.95 0.2244
H -2.93132 -2.29499 -1.05310 -2.26 1.98 0.73 0.1996
H -6.80089 -0.49746 0.26491 0.02 -0.11 -0.76 0.1968
H -5.63731 -0.57122 1.44929 0.86 -0.36 -1.70 0.2242
```
Positions in Å, forces in eV/Å.

As for the spin multiplicity: 1. The calculation puts the LUMO energy at 0.34 eV. Its total charge is 0. The HOMO energy comes out at -7.67 eV.